C25H22Co2O12 | ωB97M-V with the def2-TZVPD basis set

Structure (XYZ):
```
61
Properties=species:S:1:pos:R:3:forces:R:3:lowdin_charge:R:1
C -2.7637 2.1816 -4.5368 -0.20 0.26 -0.14 -0.07
C -2.2190 0.9942 -3.7949 0.07 0.17 -0.06 -0.22
O -2.0893 1.3979 -2.4131 -0.15 -0.94 -0.15 0.00
C -1.7658 0.3623 -1.6004 0.47 -0.34 -0.60 -0.44
C -1.6537 0.7758 -0.2011 0.15 -0.17 0.16 0.05
C -2.1544 -0.1352 0.8148 0.15 -0.01 -0.19 -0.48
O -2.5010 -1.2915 0.6011 0.32 0.48 0.18 0.09
O -2.1315 0.3894 2.0655 -0.18 -0.69 -0.13 -0.01
C -2.6740 -0.5021 3.0613 0.09 0.07 -0.16 -0.23
C -2.8256 0.2973 4.3207 -0.23 0.24 0.30 -0.07
C -1.3593 2.2018 0.0250 0.96 0.56 -0.23 -0.44
O -0.5065 2.7986 -0.6217 -0.96 -0.30 0.74 0.09
O -2.0862 2.7557 1.0152 0.04 0.39 -0.58 -0.01
C -2.0438 4.2006 1.1478 0.19 -0.43 -0.06 -0.20
C -2.4239 4.4866 2.5727 -0.11 0.00 0.33 -0.07
O -1.5665 -0.7613 -2.0454 -0.28 0.64 0.45 0.07
H -2.7778 1.9699 -5.6072 0.00 0.03 0.01 0.08
H -3.7914 2.3885 -4.2222 0.16 0.06 -0.02 0.08
H -2.1529 3.0723 -4.3635 -0.08 -0.13 -0.02 0.08
H -2.9023 0.1372 -3.8740 0.33 0.16 0.11 0.13
H -1.2296 0.7054 -4.1796 -0.28 -0.03 0.18 0.13
H -3.6438 -0.8773 2.7122 0.31 -0.07 0.07 0.13
H -1.9832 -1.3437 3.1994 -0.30 0.12 -0.06 0.10
H -3.0584 -0.3750 5.1480 0.02 0.05 0.05 0.08
H -1.9167 0.8574 4.5600 -0.09 -0.13 -0.04 0.08
H -3.6569 1.0019 4.2174 0.19 0.00 0.06 0.08
H -1.0389 4.5643 0.9110 -0.24 -0.09 -0.09 0.12
H -2.7798 4.6140 0.4476 0.28 -0.01 0.02 0.13
H -2.3829 5.5560 2.7745 -0.02 0.06 -0.02 0.08
H -3.4378 4.1335 2.7794 0.11 0.03 0.01 0.08
H -1.7358 3.9818 3.2570 -0.08 0.06 -0.08 0.08
O 0.7424 -5.0332 -1.2980 1.46 1.47 -0.98 0.17
C 1.4957 -4.2879 -1.7560 -1.77 -1.38 1.26 -0.12
Co 2.6988 -3.2155 -2.4548 0.08 0.51 1.11 0.03
C 3.8766 -3.5563 -1.1756 1.54 -0.81 2.09 -0.14
O 4.6342 -3.8783 -0.3646 -1.23 0.59 -1.43 0.15
C 2.9977 -4.3279 -3.7772 0.63 -1.12 -3.38 -0.14
O 3.2174 -5.0939 -4.6136 -0.35 1.05 1.67 0.14
C 1.4833 -1.6578 -2.3572 -3.38 0.07 0.47 -0.18
C 1.5108 -0.9372 -1.1672 0.75 -1.30 -2.37 -0.13
C 0.7034 -0.8770 -0.0682 -2.35 -0.37 2.31 0.08
C 1.2270 -0.9374 1.2857 0.10 -0.02 -0.19 -0.17
C 0.5203 -1.6690 2.2683 -0.12 -0.04 -0.21 -0.01
C 1.0407 -1.8304 3.5462 0.00 0.08 -0.20 -0.05
C 2.2990 -1.2990 3.8611 -0.18 -0.02 -0.22 -0.05
C 3.0115 -0.5730 2.9006 -0.14 0.20 -0.32 -0.05
C 2.4631 -0.3572 1.6365 0.26 -0.16 0.03 0.00
Co 3.0088 -0.7661 -2.1549 3.69 0.75 0.46 0.08
C 4.0222 -1.5631 -3.4614 0.69 0.39 -2.00 -0.18
O 4.7688 -1.6330 -4.3512 -1.18 -0.21 1.65 0.13
C 2.9260 0.9759 -2.4645 -0.20 2.98 -1.66 -0.06
O 2.8523 2.1135 -2.6499 0.18 -2.58 0.71 0.17
C 4.3929 -0.7450 -1.0477 2.86 0.49 2.11 -0.13
O 5.3516 -0.7278 -0.4004 -2.14 -0.11 -1.37 0.16
H 0.6162 -1.6263 -3.0192 -0.23 -0.38 0.37 0.10
H -0.3440 -1.1499 -0.2142 0.37 -0.18 -0.01 0.09
H -0.4193 -2.1380 1.9642 0.25 0.16 0.20 0.12
H 0.4664 -2.3856 4.2883 0.23 0.12 -0.17 0.11
H 2.7211 -1.4539 4.8554 -0.11 0.05 -0.31 0.11
H 3.9987 -0.1688 3.1274 -0.33 -0.05 0.02 0.11
H 2.9687 0.2614 0.8920 -0.06 -0.23 0.36 0.11
```
Forces are in eV/Å.

For the LUMO energy, the calculation gives -3.484 eV. As for the total charge: 0. As for the orbital gap: 0.164 hartree. As for the calculated total energy: -126099.863 eV.

***

C25H22CoF3IN7O6S | ωB97M-V with the def2-TZVPD basis set

Structure (XYZ):
```
66
Properties=species:S:1:pos:R:3:forces:R:3:nbo_charge:R:1
Co 0.9742 0.3487 1.5389 -0.36 -0.01 -0.38 1.32
N 2.9330 -2.9866 -0.5035 -0.01 0.05 0.11 -0.33
C 2.1921 -1.8863 -0.6285 0.02 0.10 0.00 0.24
N 2.1951 -1.2204 0.5057 -0.12 -0.10 0.04 -0.56
C 2.9615 -2.0014 1.3125 0.16 -0.15 0.03 0.30
N 3.4432 -3.0791 0.7414 0.01 0.05 -0.04 -0.26
C 3.1973 -1.6376 2.7061 0.04 0.03 -0.06 0.14
C 3.8893 -2.4634 3.5853 -0.03 0.07 -0.07 0.04
N 4.1020 -2.1100 4.8406 0.04 -0.02 0.13 -0.36
C 3.6096 -0.9337 5.2144 -0.05 0.10 -0.01 0.00
C 2.9079 -0.1135 4.3464 0.14 -0.15 -0.02 0.04
N 2.6966 -0.4651 3.0824 -0.08 0.09 0.08 -0.45
H 3.1366 -3.6833 -1.1983 0.01 0.00 0.03 0.42
H 1.7091 -1.5979 -1.5379 -0.09 0.03 -0.09 0.23
H 4.2644 -3.4198 3.2487 0.01 -0.04 -0.01 0.21
H 3.7667 -0.6288 6.2410 0.02 -0.02 0.02 0.20
H 2.5250 0.8407 4.6756 -0.03 -0.01 0.02 0.21
I 0.5416 2.2979 3.5491 0.08 -0.06 0.20 0.12
C -0.5535 3.3173 2.1091 -0.04 0.03 -0.03 -0.20
C -1.3173 4.3592 2.5691 -0.02 0.04 -0.04 -0.23
C -2.0793 5.1318 1.6858 0.06 -0.08 0.05 -0.33
C -1.9866 4.8113 0.3476 -0.06 0.09 -0.04 -0.15
C -1.2175 3.7511 -0.1135 0.10 -0.12 -0.07 -0.19
C -1.0595 3.5503 -1.5201 -0.03 0.02 -0.01 -0.15
C -0.4200 2.4930 -2.0245 0.00 -0.01 0.03 -0.27
C 0.0823 1.3756 -1.1528 0.09 0.16 -0.17 -0.08
C 0.2636 1.7506 0.3057 0.15 0.03 0.18 -0.73
C -0.4620 2.8650 0.7528 -0.06 0.19 -0.05 0.02
H -1.3242 4.5854 3.6270 0.00 0.00 0.04 0.21
H -2.6877 5.9493 2.0436 -0.02 0.03 0.01 0.20
H -2.5172 5.4040 -0.3914 -0.01 0.01 -0.01 0.19
H -1.4374 4.3143 -2.1932 -0.01 0.01 0.00 0.20
H -0.2545 2.4542 -3.0901 0.00 -0.01 -0.06 0.20
H 2.1625 0.9579 -1.0483 -0.01 0.03 -0.02 0.43
C -3.3783 1.0337 -2.1920 -0.06 0.12 0.03 -0.61
C -2.8087 -0.3116 -2.6043 -0.02 -0.16 -0.07 -0.40
C -1.2751 -0.4286 -2.6283 0.05 0.12 0.03 -0.24
C -0.8868 -1.9261 -2.7686 0.05 0.02 0.06 -0.38
C -1.4846 -2.6395 -3.9715 -0.04 -0.08 -0.04 -0.61
C -0.6779 0.2416 -3.8551 -0.10 0.00 -0.05 0.73
O -1.3265 0.4532 -4.8605 0.01 0.02 0.04 -0.61
N 0.6966 0.4035 -3.9110 0.05 0.02 -0.05 -0.69
C 1.7204 0.4919 -2.9448 -0.06 -0.02 0.00 0.78
O 2.8614 0.2105 -3.2895 0.10 0.00 -0.03 -0.67
N 1.3956 0.8908 -1.7060 -0.01 -0.02 0.12 -0.63
C -0.7341 0.0654 -1.2698 -0.01 -0.28 0.09 0.65
O -0.9036 -0.6435 -0.3072 -0.03 0.00 -0.07 -0.57
H -4.4666 0.9656 -2.1462 -0.01 0.01 0.00 0.21
H -3.1184 1.8137 -2.9055 0.03 0.00 -0.03 0.22
H -3.0256 1.3573 -1.2113 0.00 -0.03 0.03 0.22
H -3.1775 -0.5657 -3.5987 0.02 0.02 0.03 0.22
H -3.1572 -1.0879 -1.9169 0.00 0.05 0.03 0.21
H -1.1876 -2.4076 -1.8378 -0.01 -0.01 -0.02 0.24
H 0.2020 -1.9980 -2.8323 0.01 -0.03 0.01 0.19
H -2.5731 -2.6382 -3.9423 -0.01 -0.03 0.02 0.21
H -1.1567 -3.6797 -3.9809 0.01 -0.02 0.00 0.21
H -1.1809 -2.1848 -4.9142 0.02 0.05 -0.02 0.21
H 1.0484 0.5141 -4.8516 0.01 0.00 0.03 0.42
F -1.6950 -4.0330 4.1117 0.04 0.04 -0.03 -0.33
C -1.7457 -2.8582 3.4634 -0.03 -0.08 0.01 0.70
F -2.3395 -3.0676 2.2839 0.04 0.01 0.03 -0.32
F -2.5202 -2.0353 4.1768 0.04 0.04 -0.01 -0.32
S -0.0489 -2.1751 3.2404 -0.36 -0.17 0.05 2.35
O 0.4537 -2.0064 4.5817 0.00 0.02 -0.09 -0.97
O 0.6176 -3.1632 2.4243 0.01 0.07 0.04 -0.98
O -0.3644 -0.9222 2.5374 0.40 -0.07 0.11 -1.04
```
Forces are in eV/Å.

For the LUMO energy (alpha / beta), the calculation gives 2.015 / 1.987 eV. As for the expectation value of S²: 3.772. As for the total charge: -1. As for the orbital gap (alpha / beta): 0.188 / 0.194 hartree. As for the calculated total energy: -113715.964 eV. The spin multiplicity is 4.

***

C25H22CuN3O2SSb | ωB97M-V with the def2-TZVPD basis set

Structure (XYZ):
```
55
Properties=species:S:1:pos:R:3:forces:R:3:nbo_charge:R:1
Cu -0.1005 -0.8090 0.3304 0.23 -0.30 0.12 0.89
C -1.4970 2.3793 -2.5663 -0.27 -0.45 -0.12 -0.66
C -0.8766 3.0736 -1.4087 0.24 0.38 0.36 0.25
C -1.0577 4.4486 -1.2366 -0.06 -0.13 -0.08 -0.26
C -0.4515 5.0878 -0.1761 0.07 0.09 0.06 -0.18
C 0.3193 4.3388 0.6963 0.04 -0.01 0.16 -0.30
C 0.4442 2.9708 0.4678 0.18 -0.04 0.14 -0.06
N -0.1270 2.3610 -0.5569 -0.22 -0.12 -0.43 -0.43
Sb 1.8217 1.9325 1.7842 -0.09 -0.41 0.09 0.96
C 0.5671 0.6800 3.0276 -0.01 0.22 0.19 -0.06
C 0.7365 0.8456 4.3984 0.06 0.17 -0.10 -0.30
C 0.0168 0.0422 5.2648 -0.04 -0.05 0.02 -0.17
C -0.8607 -0.8765 4.7275 0.07 0.07 0.08 -0.26
C -0.9978 -0.9837 3.3433 0.00 0.09 0.01 0.28
C -1.9774 -1.9411 2.7620 -0.04 -0.04 -0.04 -0.68
N -0.2657 -0.2217 2.5090 0.03 -0.04 0.06 -0.51
C 2.5013 0.3069 0.5419 -0.02 0.34 -0.32 -0.08
C 3.8557 0.0093 0.6166 0.07 0.10 0.10 -0.29
C 4.4234 -0.8186 -0.3363 -0.18 -0.03 -0.14 -0.18
C 3.6127 -1.2705 -1.3660 0.31 0.04 0.09 -0.25
C 2.2627 -0.9586 -1.3770 -0.32 0.15 -0.02 0.27
C 1.3788 -1.3931 -2.5009 -0.02 -0.08 0.04 -0.67
N 1.6931 -0.2257 -0.3933 0.59 0.07 0.04 -0.55
H -1.8471 3.0906 -3.3155 0.04 -0.02 0.02 0.20
H -2.3442 1.7693 -2.2380 0.05 -0.05 0.06 0.28
H -0.7912 1.6856 -3.0191 0.06 0.00 -0.02 0.23
H -1.6610 5.0000 -1.9464 0.00 0.01 -0.01 0.21
H -0.5499 6.1597 -0.0490 -0.05 -0.02 0.05 0.21
H 0.8299 4.8000 1.5335 0.00 0.03 -0.02 0.21
H 1.4158 1.6035 4.7686 0.02 -0.03 0.03 0.21
H 0.1326 0.1405 6.3375 -0.01 -0.01 0.01 0.21
H -1.4517 -1.5170 5.3685 -0.03 -0.01 -0.03 0.21
H -2.6383 -2.3497 3.5269 0.04 0.03 0.05 0.20
H -1.4434 -2.7551 2.2688 0.01 0.00 -0.01 0.27
H -2.5557 -1.4394 1.9893 0.00 -0.03 -0.05 0.28
H 4.4565 0.4634 1.3956 0.03 -0.02 -0.02 0.21
H 5.4802 -1.0526 -0.3186 0.00 -0.04 0.04 0.21
H 4.0303 -1.8477 -2.1807 -0.05 -0.04 0.00 0.21
H 1.9620 -1.6112 -3.3964 0.02 0.02 0.01 0.20
H 0.6471 -0.6163 -2.7108 -0.07 0.05 -0.02 0.23
H 0.8254 -2.2851 -2.1985 -0.02 0.00 0.01 0.28
O -3.4379 -1.0438 -1.6550 0.25 -0.10 0.13 -0.73
C -2.6560 -1.4046 -0.7590 -0.27 0.65 -0.25 0.78
O -1.9899 -0.5895 -0.0303 -0.68 -0.15 -0.37 -0.87
C -2.6206 -2.9004 -0.4664 0.01 -0.14 0.01 -0.21
C -3.8674 -3.5200 -0.5979 -0.01 -0.03 0.05 -0.16
C -4.0581 -4.8667 -0.3537 -0.07 0.04 -0.03 -0.28
C -2.9558 -5.6471 -0.0256 -0.01 -0.08 0.01 -0.24
C -1.7106 -5.0649 0.0878 -0.13 0.00 -0.01 -0.20
C -1.5070 -3.6835 -0.0960 -0.02 0.01 0.03 -0.14
S 0.1290 -3.1121 0.1761 0.19 -0.07 0.03 -0.55
H -4.6929 -2.8921 -0.9070 0.00 -0.01 0.01 0.22
H -5.0485 -5.3009 -0.4222 0.01 -0.02 -0.05 0.19
H -3.0720 -6.7131 0.1400 0.02 0.00 0.02 0.19
H -0.8501 -5.6719 0.3403 0.03 0.02 0.02 0.20
```
Forces are in eV/Å.

For the LUMO energy, the calculation gives 2.586 eV. As for the total charge: -1. As for the orbital gap: 0.217 hartree. As for the calculated total energy: -96862.064 eV.

***

C25H22F6N3 | ωB97M-V with the def2-TZVPD basis set

Structure (XYZ):
```
56
Properties=species:S:1:pos:R:3:forces:R:3:nbo_charge:R:1
F -5.7575 3.3177 -1.5351 -0.55 -0.46 -0.42 -0.30
C -5.7318 2.1653 -2.2314 0.74 -0.37 0.05 0.97
F -6.5397 1.2549 -1.6553 -0.11 0.85 -0.37 -0.30
F -6.1092 2.3835 -3.5051 -0.30 0.09 0.73 -0.30
C -4.3136 1.6359 -2.2332 0.12 -0.32 0.13 -0.01
C -4.0709 0.2871 -2.0541 -0.55 -0.20 0.07 -0.21
C -2.7867 -0.1873 -2.0333 0.38 -0.20 -0.02 -0.09
C -1.6828 0.6789 -2.1883 -0.14 0.12 -0.06 -0.10
C -0.3877 0.1079 -2.1496 0.18 0.42 -0.02 0.13
C 0.9067 0.6821 -2.1448 -0.09 0.05 0.10 -0.10
C 1.1887 2.0495 -1.9470 -0.04 0.16 0.10 -0.12
C 2.4786 2.5132 -1.9724 -0.12 0.54 0.06 -0.19
C 3.5350 1.6457 -2.1721 -0.17 -0.23 -0.14 0.00
C 4.9521 2.1727 -2.2444 -0.70 -0.33 0.28 0.97
F 5.7840 1.2579 -1.7115 0.05 0.81 -0.40 -0.30
F 5.2581 2.3819 -3.5390 0.33 0.08 0.69 -0.30
F 5.0267 3.3279 -1.5564 0.56 -0.50 -0.48 -0.30
C 3.2920 0.2953 -2.3348 0.52 -0.25 -0.11 -0.20
C 2.0094 -0.1832 -2.3146 -0.26 -0.24 0.03 -0.08
C -1.9644 2.0414 -2.4194 0.06 0.11 -0.13 -0.13
C -3.2560 2.5020 -2.4313 0.09 0.51 -0.06 -0.19
H -4.9127 -0.3741 -1.9298 0.02 -0.20 0.05 0.26
H -2.6170 -1.2417 -1.8957 0.07 -0.21 0.08 0.23
H -0.3866 -0.9678 -2.1297 0.00 -0.42 0.01 0.22
H 0.4059 2.7428 -1.7108 -0.10 0.13 0.07 0.22
H 2.6963 3.5586 -1.8236 -0.14 0.13 0.08 0.25
H 4.1326 -0.3658 -2.4688 0.00 -0.21 0.00 0.26
H 1.8388 -1.2392 -2.4373 -0.06 -0.21 -0.03 0.23
H -1.1785 2.7321 -2.6519 0.11 0.14 -0.05 0.23
H -3.4723 3.5453 -2.5976 0.13 0.16 -0.06 0.25
C 4.8676 -1.8468 1.6313 0.34 -0.04 -0.05 -0.22
C 3.9405 -2.2827 0.7072 0.04 -0.11 -0.22 -0.22
C 2.6033 -1.9952 0.8865 -0.07 0.13 0.01 -0.17
C 2.1769 -1.2645 1.9825 -0.01 0.00 0.07 -0.03
C 0.7198 -0.9604 2.1650 -0.17 1.22 -0.49 -0.24
N 0.0134 -1.9890 2.7756 -2.19 -2.52 1.20 -0.56
C -1.2686 -1.9485 2.9167 1.32 0.72 0.84 0.60
N -2.0427 -2.9030 3.5926 0.24 0.40 -0.31 -0.61
C -3.3886 -2.3920 3.8756 0.25 -0.33 0.02 -0.22
C -3.4392 -1.0340 3.1489 0.05 0.21 -0.21 -0.22
N -2.1126 -0.8971 2.5342 -0.21 -0.07 -0.09 -0.66
C 3.1156 -0.8516 2.9149 -0.19 0.05 -0.04 -0.19
C 4.4543 -1.1364 2.7394 0.15 0.06 0.15 -0.20
H 5.9136 -2.0642 1.4893 0.16 -0.05 -0.01 0.22
H 4.2607 -2.8512 -0.1516 0.06 -0.12 -0.12 0.21
H 1.8746 -2.3476 0.1779 -0.25 -0.14 -0.23 0.19
H 0.6042 -0.0533 2.7658 0.24 0.44 0.00 0.17
H 0.2671 -0.7439 1.1917 0.07 0.28 -0.47 0.15
H -1.6120 -3.5007 4.2988 0.09 0.49 -0.68 0.42
H -4.1341 -3.0968 3.4919 0.01 0.24 0.09 0.20
H -3.5383 -2.2827 4.9558 -0.05 0.03 -0.19 0.20
H -4.2088 -1.0106 2.3696 0.02 -0.05 0.23 0.19
H -3.6244 -0.2059 3.8426 -0.04 -0.18 -0.08 0.20
H -1.7495 0.0537 2.4617 0.13 -0.78 0.12 0.40
H 2.7915 -0.3100 3.7863 -0.09 0.17 0.21 0.21
H 5.1781 -0.8060 3.4681 0.07 0.04 0.09 0.22
```
Forces are in eV/Å.

For the LUMO energy, the calculation gives -6.390 eV. As for the total charge: +1. As for the orbital gap: 0.152 hartree. As for the calculated total energy: -47050.438 eV.